A structure of composition C32H56N2O3P2W in a non-equilibrium geometry, computed with wB97M-V/def2-TZVPD.

As for the net charge: +2. As for the spin multiplicity: 3. Its LUMO energy (alpha / beta) is -8.75 / -9.26 eV. As for the HOMO-LUMO gap (alpha / beta): 3.75 / 3.24 eV. Its expectation value of S² is 2.026. As for the HOMO energy (alpha / beta): -12.5 / -12.5 eV. The total energy is -63601.252 eV.

Geometry as XYZ:
```
96
Properties=species:S:1:pos:R:3:forces:R:3:lowdin_charge:R:1
W -0.752 -0.860 -0.548 -5.50 4.97 0.06 1.4653
P -0.619 1.578 -1.716 0.73 0.14 -0.20 0.8298
P -1.060 0.205 1.997 0.59 0.44 0.96 0.8644
O 3.511 2.910 -0.285 -0.26 -0.05 -0.03 -0.0155
O 1.156 3.266 3.516 0.59 -0.44 -0.92 -0.0117
O 4.567 6.078 2.781 -0.64 -1.67 -0.13 0.0954
N 2.489 2.709 1.758 -0.38 0.27 -0.95 0.1289
N 3.956 4.499 1.284 0.11 -0.20 -0.58 0.1924
C 1.313 -1.172 0.280 1.66 -0.88 -0.11 -0.3036
C 0.368 2.976 -1.091 0.18 0.23 0.26 -0.2071
C -4.267 -0.306 -2.854 -0.46 -0.12 -0.23 -0.1532
C 4.036 4.990 2.574 0.66 1.14 0.35 -0.3743
C 0.678 -1.835 -1.876 1.79 -0.76 0.50 -0.2896
C 4.418 3.068 4.212 0.21 -0.30 0.35 -0.1646
C 1.388 -0.845 -1.101 1.66 -0.70 -0.32 -0.3381
C 2.273 -0.596 1.282 -0.20 0.51 0.46 -0.0034
C -2.882 -0.707 -3.287 0.02 0.33 -0.24 -0.1023
C 2.888 5.029 4.785 0.02 0.20 -0.27 -0.1788
C -1.474 1.971 2.131 -0.39 0.22 -0.75 -0.2221
C 3.317 3.318 0.865 0.11 -0.04 1.06 -0.5590
C 0.146 0.194 3.389 0.58 -0.42 -0.25 -0.2145
C 2.344 0.161 -1.632 0.27 0.52 -0.45 -0.0200
C 0.297 -3.162 1.649 -0.35 -0.02 0.09 0.0091
C -0.461 -4.105 -1.285 -0.11 -0.18 -0.13 0.0138
C 2.323 4.338 6.017 -0.15 -0.29 0.14 -0.0999
C -2.467 -1.982 -3.240 -0.08 -0.45 -0.46 -0.1010
C -2.433 -0.669 2.840 -0.07 -0.30 -0.50 -0.2280
C -2.757 -1.882 -0.428 -2.58 0.18 0.44 -0.2754
C -2.268 2.317 -1.901 -0.32 0.03 -0.05 -0.2319
C -3.309 -3.092 -2.686 -0.06 -0.47 -0.44 -0.1647
C 0.124 -2.777 -0.937 1.26 -0.87 -0.06 -0.3218
C 0.002 1.484 -3.463 -0.22 -0.19 0.08 -0.2103
C 5.215 2.194 3.247 0.17 0.02 -0.13 -0.0843
C 3.399 4.086 3.651 -0.31 0.89 -0.53 -0.2828
C 0.899 -2.032 -3.348 -0.26 0.18 -0.13 0.0251
C -3.583 -2.976 -1.174 0.31 -0.12 0.34 -0.1318
C 0.482 -2.338 0.402 1.38 -1.19 0.14 -0.3467
C 2.254 3.345 2.926 -0.63 -0.03 1.53 -0.4256
C -3.285 -0.559 -0.457 -0.60 -1.66 1.09 -0.1631
C -4.482 -0.198 -1.311 -0.14 0.87 -0.33 -0.1429
H -2.414 -2.285 0.552 0.10 0.58 -0.16 0.1061
H 1.093 1.481 -3.522 -0.46 0.20 0.08 0.0454
H 0.007 -1.893 -3.959 0.42 0.02 0.04 0.0598
H -2.133 2.102 3.004 0.27 -0.04 -0.26 0.0802
H -4.575 0.637 -3.338 0.31 -0.34 0.26 0.1292
H 1.449 2.769 -1.009 -0.32 -0.06 0.03 0.0255
H -0.325 2.393 -3.977 -0.17 -0.15 0.02 0.0744
H -2.675 -0.098 3.743 0.08 -0.18 -0.17 0.0741
H 4.563 1.646 2.558 0.14 0.14 0.06 0.0526
H -3.137 0.102 0.406 0.16 -0.08 -0.41 0.0584
H 0.473 -2.586 2.574 -0.06 -0.31 -0.56 0.0752
H 1.256 -3.057 -3.501 -0.04 0.18 0.00 0.1208
H 0.331 -4.847 -1.484 -0.09 0.35 0.27 0.1261
H 3.339 -0.269 -1.850 -0.45 -0.14 0.39 0.1388
H -1.597 -2.327 -3.796 -0.20 0.44 0.30 0.0902
H 0.967 0.899 3.198 -0.26 -0.15 -0.06 0.0347
H -0.539 2.541 2.289 -0.12 -0.16 0.03 0.0365
H -2.674 2.615 -0.926 0.13 -0.07 -0.21 0.0540
H -0.368 0.556 4.291 -0.13 -0.08 -0.40 0.0876
H -4.668 -2.814 -1.040 0.57 0.33 0.25 0.1241
H 1.663 -1.335 -3.702 -0.08 -0.18 0.04 0.0997
H 3.885 2.378 4.882 -0.04 0.37 -0.06 0.1151
H 3.045 3.626 6.435 -0.17 0.16 0.08 0.0672
H 2.079 5.067 6.799 0.14 -0.11 -0.21 0.0807
H 2.501 1.014 -0.954 0.10 -0.22 -0.11 0.0651
H -3.319 -0.747 2.207 -0.03 -0.03 0.27 0.0351
H 5.772 1.444 3.822 -0.02 0.24 -0.11 0.0801
H -2.167 3.216 -2.525 -0.05 -0.22 0.18 0.0803
H 1.406 3.797 5.758 0.27 0.09 0.17 0.0599
H -0.366 0.591 -3.981 0.07 0.32 0.02 0.0318
H -2.101 -1.681 3.110 -0.12 0.24 0.03 0.0593
H 0.995 -4.020 1.628 -0.25 0.42 0.01 0.1256
H -1.994 2.328 1.233 0.04 0.08 0.28 0.0220
H -1.083 -4.483 -0.462 0.08 -0.01 -0.42 0.0964
H 2.213 0.505 1.368 -0.05 -0.16 -0.08 0.0626
H 5.936 2.785 2.670 -0.13 -0.19 0.01 0.0862
H 1.993 0.535 -2.591 0.35 -0.13 0.36 0.0383
H -4.865 0.815 -1.083 0.62 -0.37 0.05 0.1268
H 3.725 5.689 5.079 -0.31 -0.34 -0.28 0.1242
H -2.288 0.067 -3.779 -0.11 -0.45 0.00 0.0893
H 3.323 -0.791 0.998 -0.53 -0.19 -0.25 0.1304
H 0.536 -0.812 3.586 -0.14 0.34 0.07 0.0375
H -2.829 -4.060 -2.888 -0.18 0.37 -0.03 0.1095
H -0.723 -3.572 1.677 0.30 0.00 0.16 0.0856
H -3.408 -3.947 -0.681 0.13 0.40 -0.26 0.1206
H 4.466 5.018 0.574 -0.13 -0.14 0.20 0.1653
H -1.024 -4.029 -2.218 -0.01 -0.15 0.34 0.0674
H -4.261 -3.135 -3.247 0.31 0.10 0.31 0.1381
H -4.986 -1.049 -3.236 0.34 0.16 0.06 0.1278
H 5.122 3.638 4.840 -0.24 -0.16 -0.16 0.1378
H 0.029 3.333 -0.109 0.04 -0.22 -0.23 0.0550
H -5.364 -0.822 -1.061 0.76 -0.13 0.25 0.1385
H -2.965 1.621 -2.379 0.22 0.37 0.13 0.0071
H 2.124 -1.014 2.280 0.08 -0.01 -0.30 0.0738
H 0.239 3.797 -1.822 -0.05 -0.36 0.22 0.0827
H 2.106 5.681 4.361 0.33 -0.17 0.07 0.1276
```
Forces are in eV/Å.

=====

A structure of composition C32H56N4O3PReSSi, computed with wB97M-V/def2-TZVPD.

As for the net charge: +3. As for the spin multiplicity: 2. Its LUMO energy (alpha / beta) is -10.35 / -10.14 eV. As for the HOMO-LUMO gap (alpha / beta): 6.69 / 6.88 eV. Its expectation value of S² is 0.762. As for the HOMO energy (alpha / beta): -17.0 / -17.0 eV. The total energy is -76308.719 eV. The energy relative to the best compared isomer or geometry (same formula, charge and spin) comes out at 24.5 kJ/mol.

Geometry as XYZ:
```
99
Properties=species:S:1:pos:R:3:forces:R:3:lowdin_charge:R:1
Re 0.909 0.592 0.187 0.40 -0.29 -0.64 0.9867
S -0.338 -0.975 -0.602 0.28 0.62 0.39 0.5157
P 3.197 -0.114 -0.374 -0.18 -0.19 0.52 1.0604
Si -2.741 -0.762 -0.384 -0.10 -0.05 0.08 0.0500
O -2.801 -0.934 1.198 0.01 -0.07 0.15 -0.1414
O -2.905 0.726 -0.912 -0.14 0.22 -0.01 -0.1406
O -3.152 -1.914 -1.373 -0.07 -0.16 0.05 -0.1299
N 0.264 4.384 1.654 -0.16 0.70 0.07 0.1786
N 0.600 0.790 2.221 -0.29 -0.81 -0.43 -0.0925
N 0.015 1.985 3.925 -0.11 0.08 0.69 0.1730
N 0.840 2.699 0.419 -0.40 -0.54 -0.55 -0.0569
C 0.834 3.830 -0.389 0.09 -0.29 0.16 -0.0555
C 4.830 1.850 2.825 -0.04 0.00 0.00 -0.0501
C -3.676 2.810 -1.759 0.00 0.18 0.10 -0.0182
C -4.887 0.706 -2.367 -0.03 -0.11 0.09 -0.0075
C 3.608 2.061 -2.019 -0.04 0.00 -0.10 -0.0697
C 0.049 0.668 4.361 0.05 0.28 0.08 -0.0031
C 3.051 -2.293 1.311 0.06 0.06 0.00 -0.0857
C 1.939 0.344 -2.719 0.27 -0.26 -0.03 -0.1211
C 0.463 3.077 1.642 0.16 -0.14 -0.02 -0.2309
C -3.522 -3.360 -1.363 0.05 -0.04 0.01 -0.5883
C 3.935 1.208 1.978 0.13 0.00 -0.02 -0.1077
C 3.331 0.547 -2.106 0.14 0.03 0.06 -0.6689
C 5.646 1.026 0.293 0.06 0.06 -0.02 -0.0846
C 0.331 2.022 2.640 0.10 0.07 -0.17 -0.2541
C -3.135 0.987 2.606 0.20 0.12 0.01 -0.0114
C -2.889 -3.938 -2.611 0.17 -0.03 -0.06 -0.0128
C 6.131 2.081 2.404 0.08 0.02 -0.01 -0.0272
C 0.412 -0.077 3.290 0.25 0.18 -0.27 -0.0519
C 4.399 -0.136 -2.972 -0.12 0.16 -0.18 -0.0474
C -3.684 -0.382 2.244 -0.07 0.10 -0.21 -0.5981
C -5.097 -0.285 1.695 -0.10 -0.03 -0.08 -0.0038
C -2.982 -4.007 -0.101 0.14 0.09 0.11 -0.0191
C -3.534 1.348 -2.111 0.06 -0.21 -0.03 -0.5957
C 3.517 -1.956 -0.115 -0.15 0.10 -0.08 -0.6516
C 0.492 4.888 0.380 -0.08 0.07 0.27 0.0140
C -2.583 1.131 -3.269 0.10 -0.08 -0.11 -0.0158
C -3.600 -1.345 3.407 0.06 -0.13 0.11 -0.0076
C 5.030 -2.202 -0.226 0.02 -0.10 -0.07 -0.0558
C -5.034 -3.427 -1.421 -0.14 0.17 0.02 -0.0064
C 6.537 1.666 1.140 0.00 0.01 -0.01 -0.0229
C 2.775 -2.837 -1.131 0.08 0.04 0.03 -0.0745
C 4.329 0.795 0.703 0.01 -0.05 0.09 -0.3599
H 5.992 0.702 -0.681 -0.02 0.01 0.07 0.1047
H -2.986 1.588 -4.176 0.04 -0.03 0.06 0.1092
H 3.150 -2.712 -2.146 0.00 0.00 0.04 0.0788
H 1.926 0.759 -3.729 -0.09 0.06 0.02 0.1161
H 4.518 2.157 3.818 0.03 -0.04 -0.11 0.1174
H -5.148 0.429 0.864 0.00 -0.09 0.11 0.0805
H -0.174 0.387 5.381 0.01 0.11 -0.15 0.1530
H 1.155 0.890 -2.156 -0.13 0.17 0.06 0.0157
H 2.939 1.000 2.334 -0.09 -0.06 0.05 0.0604
H -5.384 1.219 -3.193 0.05 -0.02 0.05 0.1110
H -0.219 2.775 4.512 0.00 -0.04 0.01 0.1943
H -1.611 1.591 -3.058 -0.07 -0.04 -0.02 0.0801
H 3.509 -1.642 2.063 -0.03 -0.06 -0.08 0.0839
H -4.310 2.934 -0.877 0.04 0.01 -0.07 0.0954
H 5.430 -1.961 -1.213 -0.04 -0.01 0.10 0.0819
H -5.785 0.059 2.473 0.08 -0.04 -0.09 0.1130
H 4.650 2.284 -1.802 -0.02 -0.03 0.00 0.0882
H 7.556 1.835 0.814 -0.06 -0.01 0.03 0.1290
H -5.360 -4.470 -1.402 0.05 0.09 0.00 0.1098
H -3.425 -3.568 0.798 0.04 -0.06 -0.11 0.0814
H 3.004 2.558 -1.252 0.07 -0.07 -0.06 0.0464
H -2.696 3.254 -1.560 -0.07 -0.01 -0.01 0.0796
H -5.408 -2.969 -2.339 0.01 -0.03 0.07 0.0979
H -3.752 1.450 3.381 0.04 -0.04 -0.05 0.1091
H 5.185 -3.273 -0.066 0.03 0.08 -0.03 0.1109
H 5.406 -0.035 -2.572 -0.04 0.02 0.03 0.0798
H 1.091 3.809 -1.436 -0.05 -0.07 0.13 0.1288
H -3.219 -5.073 -0.111 0.02 0.08 -0.01 0.1101
H 1.964 -2.248 1.402 0.00 0.01 -0.03 0.0505
H -3.217 -3.393 -3.499 0.01 -0.05 0.07 0.0985
H -0.011 4.946 2.449 0.01 0.01 -0.05 0.1938
H -5.532 0.792 -1.487 0.05 0.00 -0.09 0.0933
H 5.603 -1.673 0.536 -0.06 0.01 -0.01 0.0879
H 1.695 -2.685 -1.135 0.04 0.05 0.05 0.0224
H 1.642 -0.703 -2.775 0.00 0.04 0.00 0.0688
H 4.194 -1.191 -3.144 -0.01 -0.01 0.03 0.0784
H -5.480 -2.914 -0.563 0.03 -0.08 -0.09 0.0861
H -4.156 -0.949 4.262 0.05 -0.05 -0.10 0.1078
H -4.137 3.349 -2.589 0.05 -0.03 0.07 0.1081
H -5.444 -1.266 1.352 0.04 0.14 0.06 0.0961
H -1.795 -3.894 -2.551 -0.17 -0.01 -0.02 0.0896
H 2.947 -3.881 -0.852 0.01 0.09 -0.02 0.1095
H -4.028 -2.314 3.142 0.05 0.07 0.03 0.0981
H -3.130 1.643 1.728 -0.01 -0.06 0.08 0.0873
H 6.834 2.574 3.065 -0.05 -0.04 -0.07 0.1278
H -2.444 0.062 -3.462 -0.01 0.12 0.01 0.0926
H -1.890 -3.906 -0.045 -0.15 -0.02 -0.01 0.0875
H -2.110 0.884 2.993 -0.33 0.00 -0.12 0.0510
H 0.568 -1.142 3.214 -0.04 0.13 -0.07 0.1333
H 0.396 5.938 0.144 -0.01 -0.13 0.11 0.1509
H 3.359 -3.319 1.535 -0.01 0.08 -0.03 0.1090
H -3.184 -4.984 -2.723 0.04 0.11 0.01 0.1084
H -4.783 -0.347 -2.637 -0.01 0.10 0.03 0.0824
H 3.365 2.510 -2.987 0.04 -0.04 0.07 0.1093
H 4.394 0.358 -3.948 0.02 -0.05 0.04 0.1119
H -2.557 -1.495 3.704 -0.13 0.01 -0.01 0.0839
```
Forces are in eV/Å.

=====

The lowest net charge belongs to which entry? C32H56N2O3P2W

=====

The highest spin multiplicity belongs to which entry? C32H56N2O3P2W

=====

Number 2 is which compound? C32H56N4O3PReSSi

=====

The lowest spin multiplicity belongs to which entry? C32H56N4O3PReSSi